1.
# C34H77Cl4N3O21

14 unconnected molecules or ions with the total composition C34H77Cl4N3O21 (ωB97M-V/def2-TZVPD, OMol25).

Calculated values
E_tot, a.u.: -4926.508203
Energy above the lowest of the compared OMol25 structures with the same formula, charge and spin, kcal/mol: 67.5
Kohn-Sham gap, Ha: 0.1898

Geometry as ORCA input:
```
! RIJCOSX wB97M-V def2-TZVPD def2/J DEFGRID3
* xyz 0 1
N -12.454 5.725 30.849
H -13.327 5.436 30.432
H -12.356 6.641 30.436
H -11.737 5.083 30.544
H -12.505 5.683 31.857
C -9.903 -1.781 32.345
C -10.622 -0.792 33.194
N -11.824 -0.176 32.594
C -13.102 -0.570 32.966
C -14.036 0.232 32.304
N -13.349 1.067 31.449
C -11.990 0.753 31.574
C -13.955 1.965 30.511
H -9.558 -1.228 31.471
H -10.636 -2.477 31.938
H -9.011 -2.243 32.766
H -9.928 0.025 33.392
H -10.896 -1.252 34.143
H -13.402 -1.353 33.647
H -15.110 0.291 32.402
H -11.210 1.306 31.070
H -13.561 2.978 30.589
H -15.016 2.020 30.753
H -13.819 1.533 29.520
C -10.978 2.140 35.279
C -12.012 1.727 36.095
C -13.388 2.287 35.811
O -14.432 1.887 36.442
C -13.665 3.159 34.810
C -12.589 3.769 34.063
C -11.138 3.135 34.237
O -10.174 3.531 33.594
O -12.720 4.687 33.277
O -11.674 0.893 37.036
H -9.985 1.740 35.423
H -14.666 3.564 34.812
C -9.231 -6.653 31.602
C -10.374 -5.654 31.785
C -10.669 -5.188 30.333
O -9.624 -5.770 29.506
C -9.275 -7.009 30.118
H -9.151 -7.467 32.323
H -8.301 -6.127 31.820
H -9.955 -4.906 32.459
H -11.200 -6.236 32.196
H -10.603 -4.106 30.452
H -11.644 -5.406 29.897
H -8.305 -7.358 29.763
H -9.941 -7.857 29.955
C -11.266 -3.055 36.681
C -12.733 -2.800 36.889
O -13.086 -1.606 36.143
O -10.581 -2.087 37.476
H -10.960 -3.096 35.636
H -11.010 -4.046 37.055
H -12.934 -2.711 37.956
H -13.372 -3.614 36.547
H -12.734 -0.817 36.561
H -10.958 -1.244 37.214
C -10.018 5.088 27.545
C -9.652 4.641 28.955
O -10.692 3.913 29.545
O -11.198 5.941 27.556
H -10.265 4.276 26.862
H -9.124 5.570 27.151
H -9.411 5.480 29.609
H -8.754 4.023 28.977
H -10.701 3.036 29.154
H -11.904 5.339 27.803
C -17.945 -1.303 34.726
C -17.373 -0.112 35.591
O -16.378 0.465 34.802
O -18.831 -0.814 33.745
H -18.548 -1.991 35.318
H -17.059 -1.850 34.404
H -16.931 -0.425 36.537
H -18.092 0.672 35.826
H -15.888 1.086 35.346
H -18.319 -0.674 32.945
C -7.008 1.640 33.145
C -7.529 2.256 31.755
O -8.942 2.019 31.596
O -7.565 2.584 34.111
H -5.920 1.586 33.167
H -7.388 0.625 33.264
H -7.206 1.725 30.860
H -7.273 3.307 31.628
H -9.437 2.580 32.197
H -8.512 2.652 33.969
C -18.144 1.808 31.906
C -17.779 0.923 30.764
O -17.425 -0.355 31.297
O -16.995 2.074 32.668
H -18.960 1.441 32.529
H -18.547 2.742 31.514
H -17.046 1.376 30.097
H -18.709 0.861 30.198
H -17.214 -0.951 30.575
H -16.887 1.432 33.373
C -10.149 0.362 28.269
C -8.833 0.997 27.895
O -8.861 1.839 26.725
O -11.155 1.367 28.410
H -10.107 -0.166 29.222
H -10.485 -0.292 27.464
H -8.227 0.140 27.601
H -8.374 1.580 28.694
H -7.955 2.085 26.523
H -11.385 1.671 27.529
C -14.517 5.779 28.058
C -15.618 5.527 29.135
O -15.103 5.303 30.456
O -13.528 4.778 28.150
H -13.993 6.731 28.140
H -14.941 5.764 27.054
H -16.128 4.568 29.048
H -16.402 6.282 29.204
H -15.838 5.210 31.067
H -13.938 4.001 27.763
C -8.004 -3.112 29.413
C -7.407 -3.441 28.044
O -7.801 -2.625 26.981
O -7.453 -1.864 29.816
H -7.659 -3.849 30.138
H -9.092 -3.159 29.366
H -7.629 -4.462 27.731
H -6.321 -3.466 28.129
H -7.324 -2.933 26.206
H -7.559 -1.296 29.049
C -7.775 -3.925 36.362
Cl -8.258 -5.441 37.226
Cl -7.814 -4.228 34.597
H -8.425 -3.132 36.731
H -6.770 -3.658 36.688
C -14.147 -1.517 28.046
Cl -12.901 -1.891 26.868
Cl -13.612 -2.063 29.667
H -14.450 -0.473 27.975
H -15.044 -2.122 27.911
*
```


2.
# C34H77N4O5PS

5 unconnected molecules or ions with the total composition C34H77N4O5PS (ωB97M-V/def2-TZVPD, OMol25).

Calculated values
E_tot, a.u.: -2676.353727
SMILES string: CCCCCCCCCCCCCCCC[PH](C)(CCO)CCCS.CN(C)C=O.CN(C)C=O.CN(C)C=O.CN(C)C=O
Kohn-Sham gap, Ha: 0.2915

Geometry as ORCA input:
```
! RIJCOSX wB97M-V def2-TZVPD def2/J DEFGRID3
* xyz 0 1
C -3.002 0.660 2.081
C -2.502 2.016 1.597
C -2.262 2.068 0.068
C -2.539 3.469 -0.471
C -2.119 3.787 -1.929
C -0.979 2.954 -2.509
C 0.356 3.262 -1.838
C 1.517 2.351 -2.278
C 1.165 0.873 -2.422
C 2.385 -0.039 -2.330
C 2.061 -1.505 -2.616
C 3.272 -2.402 -2.354
C 2.997 -3.905 -2.389
C 1.883 -4.362 -1.447
C 2.131 -3.968 0.014
C 1.284 -2.727 0.424
P 0.850 -2.630 2.219
C 0.296 -1.117 3.118
C -1.000 -3.081 1.819
C -1.193 -4.486 1.229
O -1.889 -4.516 -0.020
C 2.693 -2.333 2.709
C 3.277 -0.908 2.755
C 3.172 -0.136 1.440
S 3.915 1.519 1.549
H -2.229 -0.090 1.909
H -3.870 0.371 1.486
H -3.250 0.688 3.136
H -3.206 2.808 1.864
H -1.557 2.262 2.085
H -2.936 1.356 -0.410
H -1.234 1.765 -0.122
H -3.625 3.594 -0.411
H -2.123 4.218 0.207
H -3.001 3.730 -2.571
H -1.794 4.831 -1.960
H -1.227 1.894 -2.450
H -0.882 3.196 -3.569
H 0.619 4.293 -2.081
H 0.262 3.203 -0.751
H 1.932 2.729 -3.215
H 2.310 2.443 -1.530
H 0.471 0.588 -1.625
H 0.641 0.715 -3.368
H 2.760 0.025 -1.302
H 3.183 0.293 -2.998
H 1.761 -1.614 -3.663
H 1.228 -1.815 -1.986
H 3.639 -2.162 -1.349
H 4.069 -2.154 -3.056
H 3.910 -4.428 -2.096
H 2.758 -4.226 -3.406
H 1.833 -5.451 -1.514
H 0.917 -3.995 -1.800
H 2.013 -4.814 0.688
H 3.180 -3.673 0.096
H 1.855 -1.851 0.118
H 0.379 -2.721 -0.181
H 0.898 -3.842 2.962
H 0.604 -0.191 2.639
H -0.778 -1.081 3.258
H 0.768 -1.119 4.102
H -1.443 -2.357 1.127
H -1.607 -3.015 2.729
H -0.244 -5.020 1.145
H -1.819 -5.079 1.896
H -1.352 -4.070 -0.675
H 3.359 -2.924 2.075
H 2.797 -2.763 3.711
H 2.885 -0.322 3.586
H 4.351 -0.990 2.954
H 3.726 -0.687 0.678
H 2.153 -0.049 1.075
H 5.028 1.268 0.857
C -3.339 -0.449 8.130
N -2.668 0.445 7.210
C -2.436 1.827 7.595
C -2.245 0.041 5.997
O -1.680 0.756 5.194
H -4.341 -0.081 8.363
H -2.775 -0.538 9.061
H -3.428 -1.436 7.682
H -2.925 2.504 6.894
H -1.369 2.050 7.588
H -2.834 1.990 8.593
H -2.465 -1.022 5.793
C -5.226 6.415 -2.710
N -4.046 7.199 -3.005
C -3.902 7.809 -4.315
C -3.061 7.375 -2.104
O -2.047 8.013 -2.306
H -5.308 5.569 -3.396
H -6.128 7.026 -2.798
H -5.163 6.031 -1.693
H -3.004 7.437 -4.809
H -3.811 8.892 -4.223
H -4.773 7.569 -4.919
H -3.259 6.866 -1.144
C 2.864 5.376 -7.685
N 2.117 4.448 -6.861
C 2.782 3.269 -6.333
C 0.818 4.640 -6.563
O 0.153 3.891 -5.876
H 3.243 4.877 -8.580
H 3.709 5.789 -7.131
H 2.217 6.195 -7.992
H 2.284 2.364 -6.681
H 2.752 3.272 -5.243
H 3.817 3.264 -6.665
H 0.402 5.559 -7.010
C 1.278 -9.519 3.971
N 1.025 -8.532 2.942
C -0.031 -8.766 1.969
C 1.733 -7.395 2.848
O 1.545 -6.545 1.997
H 1.553 -10.476 3.525
H 0.390 -9.663 4.590
H 2.095 -9.183 4.607
H 0.379 -8.780 0.959
H -0.776 -7.972 2.017
H -0.505 -9.721 2.181
H 2.509 -7.294 3.626
*
```


3.
# C34H82F13NO12PS

11 unconnected molecules or ions with the total composition C34H82F13NO12PS (ωB97M-V/def2-TZVPD, OMol25).

Calculated values
E_tot, a.u.: -4339.482916
Kohn-Sham gap, Ha: 0.2080

Geometry as ORCA input:
```
! RIJCOSX wB97M-V def2-TZVPD def2/J DEFGRID3
* xyz -1 1
C -1.461 0.237 -2.100
C -0.367 -0.952 -1.666
C 0.092 -0.679 -0.082
C 1.714 -0.347 0.055
N 2.011 0.713 1.133
P 2.031 2.369 0.378
C 2.107 3.966 -0.740
C 3.385 2.998 1.562
C 3.348 4.541 2.022
C 4.673 5.465 1.668
F 5.480 5.600 2.939
F 5.634 4.792 0.714
C 4.345 6.896 0.955
F 3.856 6.697 -0.461
F 5.665 7.615 0.806
C 3.319 7.903 1.700
F 1.901 7.642 1.248
F 3.617 9.278 1.139
C 3.480 8.064 3.318
F 3.032 6.907 4.125
F 4.933 8.409 3.557
C 2.663 9.383 3.946
F 3.404 10.661 3.754
F 1.315 9.573 3.369
C 2.429 9.233 5.595
F 3.642 8.793 6.320
F 2.079 10.617 6.089
F 1.208 8.405 5.894
C 0.567 2.996 1.395
S 0.145 2.107 2.975
O -0.544 0.700 2.776
O 1.235 2.085 4.070
H -2.162 -0.098 -2.989
H -0.913 1.270 -2.336
H -2.196 0.483 -1.194
H 0.550 -0.955 -2.396
H -0.999 -1.958 -1.690
H -0.283 -1.508 0.654
H -0.452 0.346 0.199
H 2.206 -1.363 0.438
H 2.140 -0.070 -0.998
H 3.002 0.463 1.429
H 1.086 1.863 -0.600
H 3.077 1.836 -0.493
H 1.463 4.815 -0.243
H 1.762 3.736 -1.852
H 3.269 4.227 -0.792
H 3.296 2.317 2.541
H 4.420 2.618 1.097
H 3.305 4.537 3.218
H 2.436 5.194 1.702
H -0.405 2.865 0.707
H 0.556 4.154 1.647
H -0.914 2.888 3.554
C 0.497 -5.927 -2.069
C 0.158 -4.585 -2.683
O 1.056 -3.593 -2.208
H 0.441 -5.876 -0.977
H -0.189 -6.702 -2.422
H 1.521 -6.221 -2.322
H -0.858 -4.285 -2.410
H 0.224 -4.625 -3.775
H 1.954 -3.864 -2.463
C -0.982 3.077 -6.472
C -1.194 2.049 -5.379
O -0.556 2.475 -4.184
H 0.086 3.225 -6.659
H -1.464 2.762 -7.402
H -1.391 4.048 -6.174
H -0.764 1.087 -5.671
H -2.259 1.905 -5.177
H -0.950 3.326 -3.928
C 1.373 6.087 8.426
C 0.260 5.060 8.426
O -0.275 4.925 9.735
H 2.169 5.792 9.117
H 1.799 6.200 7.425
H 1.003 7.061 8.763
H 0.639 4.084 8.110
H -0.546 5.355 7.747
H -0.616 5.795 10.004
C -2.500 -10.037 -1.116
C -2.207 -8.842 -2.000
O -0.862 -8.889 -2.450
H -1.826 -10.051 -0.253
H -3.533 -10.013 -0.757
H -2.338 -10.972 -1.662
H -2.349 -7.910 -1.444
H -2.869 -8.828 -2.872
H -0.748 -9.716 -2.950
C -3.681 -14.977 -2.701
C -4.021 -13.634 -3.315
O -3.123 -12.642 -2.840
H -3.737 -14.925 -1.609
H -4.367 -15.752 -3.054
H -2.657 -15.270 -2.953
H -5.037 -13.334 -3.042
H -3.954 -13.674 -4.407
H -2.224 -12.914 -3.094
C 6.377 12.781 4.761
C 5.367 13.196 5.811
O 4.155 13.593 5.188
H 6.574 13.607 4.070
H 7.319 12.476 5.225
H 5.993 11.950 4.161
H 5.745 14.041 6.394
H 5.154 12.371 6.498
H 3.823 12.833 4.681
C 1.146 -2.161 5.560
C -0.189 -2.381 4.880
O -0.179 -3.616 4.179
H 1.957 -2.158 4.824
H 1.156 -1.211 6.102
H 1.360 -2.971 6.265
H -0.389 -1.581 4.161
H -1.004 -2.399 5.611
H -0.010 -4.320 4.828
C -4.920 -12.278 -7.160
C -6.033 -13.305 -7.159
O -6.567 -13.440 -5.850
H -4.124 -12.573 -6.468
H -4.494 -12.165 -8.161
H -5.290 -11.304 -6.822
H -5.654 -14.281 -7.476
H -6.839 -13.010 -7.838
H -6.909 -12.570 -5.582
C -3.522 -11.115 -11.928
C -4.649 -11.951 -11.357
O -5.262 -11.265 -10.275
H -2.773 -10.901 -11.158
H -3.036 -11.632 -12.760
H -3.897 -10.150 -12.283
H -4.266 -12.905 -10.983
H -5.408 -12.158 -12.117
H -5.606 -10.423 -10.620
C -2.380 11.629 4.396
C -2.220 10.183 4.819
O -1.894 9.382 3.693
H -3.165 11.724 3.639
H -2.636 12.260 5.252
H -1.456 12.005 3.945
H -3.152 9.805 5.249
H -1.428 10.078 5.566
H -1.061 9.720 3.324
*
```